Model a:
Computed, not measured: a 2-piece molecular cluster, C3H7O2S overall, with ωB97M-V/def2-TZVPD.

**Frontier orbital gap**: 6.54 eV
**E_HOMO**: -0.133 Ha
**Total charge**: -1

Each atom is followed by the atoms it is bonded to, with distances in Å.
Positions of all 13 atoms, in Å:
1 C 0.624 -0.791 -0.173  C2 1.659, H4 1.144, H5 1.139, H6 1.133
2 C 2.079 -0.832 -0.968  C1 1.659, S3 1.984, H7 1.079, H8 1.087
3 S 3.142 0.666 -0.217  C2 1.984, H9 1.300
4 H 0.360 0.322 -0.171  C1 1.144
5 H 0.576 -1.069 0.930  C1 1.139
6 H -0.284 -1.377 -0.515  C1 1.133
7 H 2.640 -1.749 -0.877  C2 1.079
8 H 1.940 -0.388 -1.950  C2 1.087
9 H 3.330 1.340 -1.313  S3 1.300
10 O -3.017 1.244 0.855  C11 1.311
11 C -3.483 0.116 0.376  O10 1.311, O12 1.274, H13 1.076
12 O -3.183 -1.103 0.595  C11 1.274
13 H -4.558 0.173 0.361  C11 1.076


Model b:
Computed, not measured: a 2-piece molecular cluster, C3H7O2S overall, with ωB97M-V/def2-TZVPD.

**Frontier orbital gap**: 8.00 eV
**E_HOMO**: -0.164 Ha
**Total charge**: -1

Each atom is followed by the atoms it is bonded to, with distances in Å.
Positions of all 13 atoms, in Å:
1 C -0.892 0.664 1.142  C2 1.519, H4 1.086, H5 1.085, H6 1.091
2 C 0.565 1.095 1.147  C1 1.519, S3 1.837, H7 1.082, H8 1.093
3 S 1.715 -0.338 1.125  C2 1.837, H9 1.372
4 H -1.012 -0.230 1.746  C1 1.086
5 H -1.223 0.408 0.140  C1 1.085
6 H -1.536 1.451 1.536  C1 1.091
7 H 0.870 1.687 0.295  C2 1.082
8 H 0.782 1.663 2.055  C2 1.093
9 H 1.196 -0.660 -0.103  S3 1.372
10 O -1.321 -1.747 -2.368  C11 1.237
11 C -0.129 -1.429 -2.272  O10 1.237, O12 1.261, H13 1.123
12 O 0.379 -0.406 -1.736  C11 1.261
13 H 0.606 -2.157 -2.707  C11 1.123


Model c:
Computed, not measured: a 2-piece molecular cluster, C3H7O2S overall, with ωB97M-V/def2-TZVPD.

**Frontier orbital gap**: 6.48 eV
**E_HOMO**: -0.141 Ha
**Total charge**: -1

Each atom is followed by the atoms it is bonded to, with distances in Å.
Positions of all 13 atoms, in Å:
1 C -0.853 -1.164 0.065  S2 1.843, H4 1.112, H5 1.122, H6 1.159
2 S -2.582 -1.231 -0.569  C1 1.843, C3 1.856
3 C -2.781 0.577 -0.197  S2 1.856, H7 1.137, H8 1.123, H9 1.116
4 H -0.671 -2.244 -0.123  C1 1.112
5 H -0.661 -0.919 1.143  C1 1.122
6 H -0.298 -0.515 -0.720  C1 1.159
7 H -2.034 0.976 0.563  C3 1.137
8 H -2.625 1.300 -1.042  C3 1.123
9 H -3.821 0.718 0.182  C3 1.116
10 O 5.192 0.116 0.625  C11 1.300
11 C 4.089 0.600 0.136  O10 1.300, O12 1.247, H13 1.171
12 O 3.964 1.532 -0.684  C11 1.247
13 H 3.081 0.254 0.620  C11 1.171


Of them, model b has the highest stability.